(1)
The following is a quantum chemistry calculation of a molecular structure, C20H26N6O5SV, from the Open Molecules 2025 dataset.

Values from the calculation:
- <S²>: 3.757
- Multiplicity: 4
- F_max: 0.73 eV/Å
- Lowest unoccupied orbital energy (alpha / beta): -0.11 / -0.13 eV
- E: -2824.76508 Ha
- ΔE to the lowest compared entry with this formula, charge and spin: 2.6 kcal per mole
- Kohn-Sham gap (alpha / beta): 6.99 / 8.02 eV

```
59
Properties=species:S:1:pos:R:3:forces:R:3:lowdin_spin:R:1
V 0.58381 0.76489 -0.41266 0.615 0.308 -0.229 2.77
O 2.60693 4.35032 -1.28664 0.147 -0.019 -0.030 0.01
C 1.98572 3.47882 -0.70978 -0.234 0.039 -0.033 0.01
O 1.57640 2.37105 -1.24732 -0.148 -0.132 0.173 0.03
C 1.53269 3.70629 0.73740 -0.050 -0.064 -0.017 0.00
C 0.00177 3.55725 0.82722 0.116 -0.007 0.061 0.00
C -0.52069 4.19796 2.10958 -0.028 -0.034 -0.013 0.00
C -0.01870 3.19617 3.18053 -0.050 -0.017 -0.017 0.00
C 0.66163 2.13010 2.32307 0.088 0.077 -0.046 0.00
O -0.16323 2.13738 1.11588 -0.028 0.027 0.018 0.02
C 2.00354 2.63680 1.78331 -0.072 -0.056 0.012 0.00
C 2.84237 1.50312 1.16990 -0.161 -0.172 0.006 0.01
O 4.04536 1.66895 1.02004 0.019 -0.050 -0.033 0.00
O 2.18446 0.43262 0.85532 -0.003 0.233 0.001 0.04
H 1.84914 4.70645 1.02356 -0.004 0.001 0.000 0.00
H -0.53443 3.79621 -0.08784 0.001 0.009 0.007 0.00
H -1.60907 4.25184 2.09889 0.002 0.005 0.003 0.00
H -0.12877 5.20471 2.24145 0.002 0.002 -0.001 0.00
H -0.84725 2.76853 3.74365 0.002 0.013 0.004 0.00
H 0.67923 3.64277 3.88682 0.008 -0.010 0.005 0.00
H 0.68432 1.12242 2.72504 -0.006 0.016 0.013 0.00
H 2.60371 3.10606 2.56150 0.011 0.001 -0.018 0.00
C -5.36435 -1.14676 -2.52159 -0.024 -0.030 0.036 0.00
C -5.40865 -1.48150 -1.03377 0.077 0.012 -0.022 0.00
C -4.69918 -2.79854 -0.73571 -0.025 0.015 -0.016 0.00
C -4.85927 -0.33648 -0.17893 -0.054 -0.085 -0.007 0.00
N -3.44498 -0.06100 -0.42532 -0.128 -0.111 0.194 0.02
C -2.87098 0.74158 -1.32458 0.148 -0.001 -0.139 0.01
N -1.57341 0.62967 -1.20138 -0.070 0.143 -0.079 0.02
N -1.37852 -0.25065 -0.20547 -0.197 -0.237 0.344 0.02
N -2.48322 -0.67120 0.28214 0.026 0.078 -0.204 0.02
H -5.84635 -1.93568 -3.09812 -0.004 0.011 -0.017 0.00
H -4.33593 -1.07172 -2.88178 0.010 0.001 -0.003 0.00
H -5.87964 -0.20903 -2.73929 -0.001 0.007 -0.021 0.00
H -6.45706 -1.57452 -0.73345 0.008 0.015 0.014 0.00
H -3.65816 -2.77022 -1.06158 0.014 0.002 0.006 0.00
H -5.18718 -3.61629 -1.26547 -0.001 -0.006 -0.002 0.00
H -4.71005 -3.02670 0.33041 0.004 -0.017 0.008 0.00
H -4.94115 -0.57345 0.88046 0.018 0.034 -0.001 0.00
H -5.40541 0.58639 -0.37472 0.032 0.016 0.014 0.00
H -3.39978 1.35954 -2.02809 -0.007 0.026 0.004 0.00
N 3.71431 0.67206 -1.78178 -0.026 0.168 -0.017 0.00
C 3.18539 -0.53307 -1.57970 0.038 -0.101 0.093 0.01
S 1.57967 -0.91790 -2.05322 0.004 0.036 0.030 0.02
N 3.99550 -1.44961 -1.03351 0.000 -0.066 -0.022 0.00
C 3.59316 -2.71566 -0.51002 -0.035 -0.039 -0.006 0.00
C 2.73808 -2.77552 0.58118 -0.040 0.052 0.072 0.00
C 2.38068 -4.00944 1.09792 0.037 -0.088 -0.059 0.00
C 2.88459 -5.17864 0.53704 -0.017 0.082 0.013 0.00
C 3.74861 -5.10849 -0.54489 -0.007 0.005 0.021 0.00
C 4.10141 -3.87352 -1.07303 0.009 -0.052 -0.038 0.00
H 3.04606 1.39158 -2.04736 -0.023 0.017 -0.037 0.00
H 4.38421 1.00388 -1.09145 -0.008 -0.096 -0.025 0.00
H 4.94023 -1.15790 -0.83101 -0.005 0.045 0.028 0.00
H 2.37224 -1.85056 1.00820 0.013 0.005 -0.028 0.00
H 1.71049 -4.06098 1.94598 -0.003 0.002 0.013 0.00
H 2.60533 -6.14079 0.94573 -0.001 -0.013 0.006 0.00
H 4.14457 -6.01480 -0.98330 0.007 -0.004 -0.015 0.00
H 4.75977 -3.80478 -1.92948 0.006 0.005 -0.005 0.00
```
Forces are in eV/Å.

(2)
The following is a quantum chemistry calculation of a molecular structure, C20H27AsCl3IrN2O8S4Sb in a non-equilibrium geometry, from the Open Molecules 2025 dataset.

Values from the calculation:
- <S²>: 8.775
- Multiplicity: 6
- F_max: 1.94 eV/Å
- Lowest unoccupied orbital energy (alpha / beta): 3.85 / 2.24 eV
- Charge: -2
- E: -7043.36341 Ha
- ΔE to the lowest compared entry with this formula, charge and spin: 9.8 kcal per mole
- Kohn-Sham gap (alpha / beta): 5.93 / 4.69 eV

```
67
Properties=species:S:1:pos:R:3:forces:R:3:lowdin_spin:R:1
Ir 0.37696 0.16314 -1.38374 -0.189 -0.108 -0.651 2.69
S 5.27298 0.99284 -3.70893 -0.463 -0.224 0.420 0.05
Sb 3.25077 -0.11511 -3.61071 0.390 0.827 -1.715 0.02
S 2.80543 -1.06158 -1.46194 -0.323 -0.229 0.298 0.93
S 1.38501 1.38295 -3.50130 0.307 -0.591 0.582 0.31
S 3.10958 -1.68449 -5.29707 -0.232 0.112 0.753 0.11
C -1.86215 -2.81169 -4.07959 0.043 0.336 -0.047 0.00
C -1.13671 -2.05012 -3.00908 -0.246 0.884 -0.822 0.01
N -0.96589 -0.77530 -3.06830 -0.084 -0.010 0.146 0.07
O -1.45544 -0.13963 -4.19217 0.031 -0.250 0.171 0.01
C -0.64008 -2.75838 -1.86494 0.333 -0.784 0.478 0.01
C -1.03294 -4.19106 -1.61834 0.218 0.310 0.110 0.00
N 0.12759 -2.12843 -1.02819 -0.011 0.666 -0.222 0.20
O 0.59103 -2.63845 0.02380 0.126 -0.250 0.256 0.10
H -2.09764 -2.13338 -4.89494 -0.044 -0.119 0.005 0.00
H -2.78242 -3.22808 -3.67179 -0.066 -0.089 -0.003 0.00
H -1.24244 -3.62531 -4.45150 0.034 -0.067 0.013 0.00
H -1.68260 0.78321 -3.90526 0.136 -0.188 0.145 0.00
H -2.11573 -4.27379 -1.51250 -0.060 -0.093 0.004 0.00
H -0.55522 -4.50936 -0.69194 -0.062 -0.029 -0.072 0.00
H -0.70705 -4.83794 -2.43487 -0.035 -0.052 -0.001 0.00
O -1.84888 -0.45200 -0.29010 -0.153 0.107 -0.554 0.09
C -1.32080 -0.44225 0.83436 -0.535 -0.232 0.498 0.01
O -0.27946 0.17705 1.12799 0.712 0.130 0.087 0.09
C -1.91472 -1.30534 1.93084 0.050 0.157 -0.197 0.00
C -3.23890 -1.21957 2.32797 0.140 0.092 -0.178 0.00
C -3.75085 -2.05725 3.31832 0.033 -0.238 0.305 0.00
C -2.88662 -2.97418 3.86608 0.421 -0.046 -0.187 0.00
O -3.13258 -3.92557 4.84542 -0.324 0.436 -0.253 0.00
C -1.91493 -4.60956 5.01672 0.203 -0.947 0.744 0.00
O -0.93199 -4.06793 4.17634 0.211 0.320 -0.346 0.00
C -1.55761 -3.06454 3.45943 -0.627 0.231 0.150 0.00
C -1.03771 -2.23043 2.50449 -0.017 -0.324 0.275 0.00
H -3.88367 -0.48749 1.86297 -0.025 0.019 -0.094 0.00
H -4.77697 -1.98701 3.64508 -0.097 -0.017 0.030 0.00
H -2.05242 -5.67856 4.77523 -0.027 0.232 -0.008 0.00
H -1.59201 -4.52355 6.06925 -0.057 0.055 -0.227 0.00
H -0.02275 -2.30530 2.14901 0.108 0.042 -0.013 0.00
C 3.16666 0.21356 1.84474 -0.117 0.055 -0.121 0.01
C 2.25963 1.43520 1.84939 -0.083 -0.036 0.058 0.02
As 1.68546 1.91592 0.02783 0.855 1.013 0.300 0.10
C 3.41564 2.54632 -0.74297 -0.242 -0.146 -0.047 0.02
C 4.22131 3.56352 0.05046 -0.244 -0.147 0.079 0.01
C 0.73793 3.61577 0.38662 -0.223 -0.090 -0.141 0.02
C 1.11967 4.42382 1.62146 0.187 -0.239 -0.119 0.01
H 3.41885 -0.09037 2.86364 0.033 -0.026 -0.025 0.00
H 4.09219 0.41554 1.30119 0.052 -0.079 0.017 0.00
H 2.65585 -0.61311 1.34926 0.060 -0.124 0.080 0.00
H 2.75634 2.29087 2.32122 -0.088 -0.035 -0.178 0.00
H 1.34358 1.21655 2.40162 0.059 0.077 -0.095 0.00
H 3.19216 2.95006 -1.73650 -0.058 -0.283 0.116 0.00
H 4.02761 1.65152 -0.90033 -0.158 0.058 -0.124 0.01
H 3.69673 4.51503 0.10229 0.019 0.137 0.075 0.00
H 5.18251 3.73408 -0.43261 0.082 0.003 -0.065 0.00
H 4.41140 3.21009 1.06331 0.069 0.084 0.140 0.00
H -0.31126 3.33346 0.46828 0.073 -0.016 -0.180 0.00
H 0.83637 4.22450 -0.51952 -0.046 -0.209 0.059 0.00
H 0.91443 3.85550 2.52820 0.048 0.037 0.087 0.00
H 0.52367 5.33753 1.65545 -0.035 0.042 0.016 0.00
H 2.17206 4.70472 1.61488 0.021 0.040 0.133 0.00
Cl -4.51508 3.73210 -2.02969 -0.306 0.047 -0.075 0.00
C -2.90955 3.55334 -1.33153 0.245 -0.401 -0.233 0.01
Cl -2.09747 5.12597 -1.37124 0.175 0.327 0.003 0.00
Cl -3.06389 3.01929 0.34508 -0.045 -0.062 0.196 0.00
C -2.00122 2.50622 -2.16699 -0.897 0.699 0.449 0.01
O -2.45130 2.20378 -3.25727 -0.145 -0.422 -0.864 0.00
O -0.98045 2.20265 -1.56239 0.889 -0.373 0.578 0.07
```
Forces are in eV/Å.

(3)
The following is a quantum chemistry calculation of a molecular structure, C20H27Br2F12N2O20S4Zr in a non-equilibrium geometry, from the Open Molecules 2025 dataset.

Values from the calculation:
- F_max: 5.60 eV/Å
- Lowest unoccupied orbital energy: -6.57 eV
- Charge: +1
- E: -10378.55802 Ha
- ΔE to the lowest compared entry with this formula, charge and spin: 0.0 kcal per mole
- Kohn-Sham gap: 5.61 eV

```
88
Properties=species:S:1:pos:R:3:forces:R:3:mulliken_charge:R:1
Zr 2.79047 -0.85957 0.50829 -5.053 1.412 -1.246 1.23
C 5.85405 1.71959 0.35265 -0.011 -0.624 -0.384 0.71
F 6.20896 0.48982 -0.01785 0.034 -0.501 -0.044 -0.22
F 5.70400 1.72650 1.66227 -0.321 0.073 0.464 -0.21
F 6.78615 2.55104 0.02019 0.065 0.622 -0.402 -0.17
S 4.19382 2.12343 -0.49081 -1.127 2.441 1.889 0.72
O 3.33015 2.61861 0.57646 0.830 -1.313 -0.756 -0.55
O 4.46329 3.04177 -1.55772 0.057 -1.620 0.692 -0.37
N 3.56148 0.48244 -0.90835 2.337 3.105 0.270 -0.41
S 3.41565 0.51608 -2.52885 -2.390 -1.870 -3.064 0.81
O 2.75349 -0.73969 -2.81585 1.075 0.342 0.415 -0.56
O 2.78542 1.69930 -3.01943 0.715 -0.391 0.480 -0.48
C 5.15131 0.36086 -3.28670 0.063 0.688 0.168 0.69
F 5.99966 1.27519 -2.81686 -0.135 -0.255 0.160 -0.19
F 5.62817 -0.84165 -3.01100 -0.168 -0.005 -0.139 -0.20
F 5.00064 0.56534 -4.57624 -0.104 -0.442 0.156 -0.16
C 2.88433 -4.89758 1.86138 -1.216 0.910 0.755 0.72
F 2.48641 -6.09062 2.19568 0.125 -0.366 -0.485 -0.16
F 3.43298 -4.32313 2.92113 0.114 0.369 -0.030 -0.21
F 3.73336 -4.86657 0.86153 0.282 -0.264 -0.269 -0.19
S 1.29205 -3.93917 1.24765 1.590 -2.395 -2.555 0.79
O 1.38568 -3.97678 -0.18555 0.441 0.824 0.229 -0.56
O 0.17411 -4.63194 1.81417 0.442 1.595 0.503 -0.47
N 1.73055 -2.23831 1.66300 -1.641 -4.097 1.001 -0.35
S 0.82475 -2.13221 3.03612 -0.413 3.435 4.407 0.84
O 0.93150 -3.14812 4.05761 0.213 0.141 -2.082 -0.55
O 1.14389 -0.79831 3.52887 -0.160 -0.705 -0.712 -0.70
C -1.05477 -1.98906 2.53332 0.251 -0.618 0.320 0.63
F -1.40616 -0.74868 2.80939 -0.027 -0.317 -0.235 -0.29
F -1.25241 -2.25798 1.24929 0.155 0.278 0.048 -0.04
F -1.72377 -2.83677 3.28720 0.251 0.318 -0.267 -0.23
C -0.74112 0.81636 -0.95878 -0.245 -0.772 -0.475 -0.98
C 0.40726 0.12781 -0.33305 0.636 -1.027 1.062 2.04
O 1.01993 0.46536 0.72870 1.497 1.470 1.479 -0.44
O 0.91691 -0.95894 -0.75656 0.894 -0.497 -1.133 -0.61
H -0.35776 1.45029 -1.76311 0.051 -0.182 -0.162 0.23
H -1.43836 1.41257 -0.37509 0.635 -0.031 0.737 0.38
H -1.32971 -0.01487 -1.35822 0.080 0.204 -0.477 -0.04
Br 0.69719 4.23139 -1.71113 -0.307 -0.347 0.657 -0.17
C 0.04745 4.02937 0.15096 -0.221 0.011 0.066 0.33
C 0.21535 5.38583 0.80940 0.261 0.080 -0.935 -0.71
Br -0.54854 5.44812 2.57474 0.102 0.094 0.074 -0.13
H 0.57340 3.19600 0.61389 0.479 0.318 -0.030 -0.35
H -0.99328 3.70959 0.17772 -0.080 0.298 -0.493 0.33
H -0.29630 6.13710 0.21215 -0.237 -0.060 0.137 0.46
H 1.25614 5.70347 0.81168 0.036 -0.192 0.442 0.44
C -0.99463 1.98534 5.82751 -0.668 0.075 0.090 -1.53
C -1.30494 2.57682 4.46569 -0.139 -0.424 -0.201 0.62
C -0.48993 2.03799 3.29779 1.378 0.713 0.695 0.02
O -1.36224 2.02290 2.19522 -0.400 0.002 0.010 0.49
C -2.64655 2.05080 2.68094 0.633 -0.181 -0.457 0.35
O -3.58377 1.88785 1.97449 -0.406 0.040 -0.065 -0.53
O -2.63767 2.24035 3.99298 -0.413 0.027 0.777 -0.41
H -1.79975 2.25749 6.51233 -0.045 -0.056 -0.027 0.40
H -0.09747 2.41881 6.26826 0.166 -0.009 -0.291 0.38
H -0.91849 0.89884 5.82174 0.059 -0.010 -0.140 0.31
H -1.27656 3.66416 4.52947 0.074 -0.038 -0.092 0.01
H -0.07437 1.04991 3.48457 -0.203 -0.010 0.025 -0.52
H 0.33097 2.73722 3.11638 0.022 -0.114 -0.273 0.49
C -4.23176 1.27103 -1.31649 -1.314 0.246 -0.280 -1.11
C -4.46605 1.18516 -2.82257 1.291 -0.132 0.514 0.31
C -3.20641 1.62063 -3.57086 0.194 0.794 0.482 0.37
O -3.04593 0.66947 -4.58254 0.453 -0.244 -0.608 -0.38
C -3.82555 -0.41181 -4.33959 -0.660 0.728 -0.204 0.59
O -3.91184 -1.34071 -5.06038 0.217 -0.499 0.131 -0.48
O -4.55130 -0.19662 -3.21359 -0.228 -0.146 0.064 -0.33
H -3.44230 0.59587 -0.99809 -0.090 -0.020 -0.053 0.04
H -5.16528 1.02390 -0.80928 0.181 -0.226 0.199 0.51
H -4.01486 2.29441 -1.00538 0.215 0.015 -0.121 0.35
H -5.34807 1.72041 -3.16956 -0.134 -0.108 0.115 0.39
H -2.33813 1.61303 -2.89949 -0.076 -0.175 -0.107 -0.45
H -3.24197 2.62799 -3.98877 -0.239 -0.143 -0.160 0.37
C -1.12814 -2.92279 -3.12819 1.350 -0.135 -0.313 -0.81
C -1.95563 -4.17609 -2.92814 0.345 0.629 0.525 0.57
C -2.46142 -4.33358 -1.49122 0.349 -0.093 -0.286 0.10
O -3.79954 -4.75230 -1.66621 -0.318 -0.037 0.673 -0.39
C -4.19164 -4.57808 -2.94394 0.488 0.166 -0.603 0.58
O -5.26421 -4.80913 -3.37558 -0.376 -0.033 0.102 -0.51
O -3.14981 -4.10988 -3.68531 -0.148 -0.296 -0.052 -0.35
H -1.67113 -1.97942 -3.09439 -0.355 -0.209 0.088 -0.19
H -0.54568 -2.93791 -4.05262 -0.536 -0.056 -0.336 0.49
H -0.29989 -2.87657 -2.41156 -0.336 -0.085 0.447 0.12
H -1.38495 -5.07656 -3.16858 -0.043 0.097 -0.444 0.19
H -2.38248 -3.39262 -0.94029 -0.344 -0.018 0.071 -0.06
H -1.91102 -5.11444 -0.96814 -0.064 0.068 0.150 0.21
O 3.29913 0.31922 2.22911 0.803 -0.015 0.406 -0.38
H 3.07371 1.25408 2.42583 -0.229 -0.152 -0.578 0.22
H 3.77978 -0.00839 3.01418 -0.309 -0.067 -0.109 0.31
```
Forces are in eV/Å.